Molecular formula: C28H24I2N3NiO4S
Method: DFT, ωB97M-V with the def2-TZVPD basis set

The geometry in XYZ format:
```
63
Properties=species:S:1:pos:R:3
Ni 0.071 0.227 1.014
C 5.305 3.566 3.844
C 4.752 2.694 2.752
C 4.978 2.992 1.414
C 4.412 2.224 0.404
C 3.604 1.150 0.729
C 3.399 0.815 2.060
C 3.969 1.581 3.061
S 2.779 0.189 -0.527
O 2.744 -1.159 -0.024
O 3.491 0.416 -1.765
N 1.260 0.712 -0.591
C 0.918 1.886 -1.209
C 1.737 2.724 -1.948
C 1.245 3.895 -2.548
C -0.066 4.266 -2.463
C -0.955 3.444 -1.734
C -2.332 3.727 -1.609
C -3.143 2.891 -0.896
C -2.562 1.769 -0.276
N -1.289 1.489 -0.366
C -0.471 2.279 -1.097
H 6.230 4.053 3.531
H 5.508 2.987 4.746
H 4.588 4.347 4.106
H 5.602 3.840 1.155
H 4.606 2.449 -0.636
H 2.793 -0.051 2.301
H 3.793 1.323 4.100
H 2.771 2.461 -2.104
H 1.942 4.509 -3.108
H -0.437 5.163 -2.942
H -2.729 4.615 -2.089
H -4.203 3.082 -0.789
H -3.163 1.092 0.324
I 1.314 4.987 2.569
C 0.617 3.335 3.623
C 0.375 3.404 5.000
C -0.088 2.325 5.713
I -0.420 2.538 7.766
C -0.337 1.090 5.062
C -0.809 -0.105 5.651
C -0.994 -1.219 4.877
C -0.722 -1.174 3.499
N -0.281 -0.075 2.934
C -0.087 1.040 3.680
C 0.400 2.159 2.910
O 0.610 1.987 1.662
H 0.559 4.341 5.508
H -1.020 -0.128 6.712
H -1.353 -2.141 5.314
H -0.866 -2.011 2.827
C -2.062 -2.817 -0.529
C -0.863 -1.874 -0.626
C 0.310 -2.585 -1.295
O -0.571 -1.437 0.664
H -2.390 -3.147 -1.518
H -2.895 -2.317 -0.032
H -1.792 -3.699 0.057
H -1.158 -1.022 -1.261
H 0.581 -3.475 -0.721
H 1.176 -1.935 -1.326
H 0.055 -2.888 -2.315
```

Total charge: -1
Largest force on an atom, hartree/bohr: 0.0131
Lowest unoccupied orbital energy (alpha / beta), eV: 2.00 / 2.00
Orbital gap (alpha / beta), Eh: 0.247 / 0.247
Energy relative to the best compared isomer or geometry (same formula, charge and spin), kJ/mol: 0.0
HOMO (alpha / beta), eV: -4.715 / -4.715